DFT (ωB97M-V with the def2-TZVPD basis set) results for C10H16Cl3GeMoS3SbSi2 as an isolated structure.

Summary:
Energy ... -5929.6539 Ha
Net charge ... +2
Energy above the lowest of the compared OMol25 structures with the same formula, charge and spin ... 56.0 kcal/mol
Gap between HOMO and LUMO ... 6.18 eV
E_LUMO ... -9.053 eV

```
37
C10H16Cl3GeMoS3SbSi2 ωB97M-V with the def2-TZVPD basis set
Mo 1.994 0.275 0.985
C -2.084 2.048 1.791
Si -1.532 0.278 1.389
C -1.415 -1.055 2.738
C -1.798 -0.301 -0.381
C -3.132 -0.677 -0.618
C -3.548 -1.075 -1.872
C -2.628 -1.135 -2.907
C -1.307 -0.797 -2.674
C -0.863 -0.362 -1.429
Si 0.990 0.110 -1.362
C 1.973 -1.339 -2.142
C 1.213 1.804 -2.222
H -3.170 2.077 1.893
H -1.837 2.754 0.995
H -1.663 2.430 2.723
H -2.418 -1.276 3.107
H -0.822 -0.763 3.609
H -1.003 -1.993 2.357
H -3.845 -0.649 0.192
H -4.579 -1.338 -2.045
H -2.940 -1.437 -3.893
H -0.601 -0.863 -3.487
H 1.736 -1.433 -3.200
H 1.743 -2.293 -1.666
H 3.049 -1.187 -2.066
H 1.008 1.710 -3.285
H 2.230 2.183 -2.120
H 0.533 2.562 -1.836
S 5.617 -2.943 0.545
Sb 5.550 -1.124 1.816
S 4.060 0.474 0.257
S 1.781 -1.821 1.409
Cl 1.139 2.393 1.261
Ge 1.847 0.963 3.587
Cl 0.782 2.400 4.722
Cl 3.939 1.402 3.831
```

Here are the Löwdin charges for atoms 1 to 6, given in e:
1. Mo 0.088
2. C -0.189
3. Si 0.906
4. C -0.184
5. C -0.305
6. C -0.090

DFT (ωB97M-V with the def2-TZVPD basis set) results for C22H41Cl3N3O5PbSi as an isolated structure.

Summary:
Energy ... -3266.5009 Ha
Net charge ... -1
Energy above the lowest of the compared OMol25 structures with the same formula, charge and spin ... 4.1 kcal/mol
Gap between HOMO and LUMO ... 6.29 eV
E_LUMO ... 1.876 eV

```
76
C22H41Cl3N3O5PbSi ωB97M-V with the def2-TZVPD basis set
C -1.591 -2.256 -3.922
C -1.070 -3.113 -2.817
H -1.582 -2.800 -4.870
H -0.991 -1.340 -4.026
H -2.619 -1.939 -3.689
C -0.611 -4.363 -2.979
C -0.602 -5.146 -4.261
H -0.213 -4.909 -2.118
H -0.647 -4.525 -5.166
H -1.437 -5.864 -4.305
H 0.319 -5.748 -4.330
Pb 0.003 0.795 -0.672
Cl -2.613 0.726 -0.606
Cl 0.435 1.112 -3.146
H 0.877 5.549 3.423
H -1.592 6.221 2.048
C 1.118 5.258 2.390
C -1.009 5.798 1.216
N -0.068 4.791 1.682
H 1.867 4.461 2.396
C -0.399 3.493 1.726
O 0.288 2.631 2.314
H -1.688 5.323 0.501
H -1.325 3.224 1.177
H 1.506 6.140 1.871
H -0.454 6.609 0.732
H 1.688 -1.561 -3.516
H 2.036 -3.890 -1.944
C 2.715 -1.343 -3.188
C 3.039 -3.437 -1.932
N 2.960 -1.988 -1.914
H 2.831 -0.261 -3.090
C 2.903 -1.302 -0.751
O 2.788 -0.075 -0.662
H 3.582 -3.788 -1.045
H 2.953 -1.972 0.136
H 3.414 -1.765 -3.922
H 3.559 -3.745 -2.846
O 0.017 -1.522 -1.456
C -1.011 -2.393 -1.459
C 0.215 -3.650 0.408
C -0.976 -3.375 -0.260
H 1.107 -3.068 0.189
C 0.272 -4.694 1.335
H -1.968 -1.836 -1.389
C -2.150 -4.034 0.111
H 1.225 -4.917 1.812
C -0.876 -5.432 1.626
C -2.101 -5.077 1.044
H -3.076 -3.735 -0.393
H -0.826 -6.268 2.325
H -3.023 -5.603 1.298
Si -0.482 3.888 -4.667
Cl -0.975 2.091 -5.635
C 1.344 4.082 -4.301
C -1.629 4.179 -3.216
C -0.876 5.115 -6.046
H 1.738 3.277 -3.671
H 1.524 5.044 -3.802
H 1.901 4.093 -5.246
H -0.156 4.972 -6.860
H -0.827 6.160 -5.724
H -1.878 4.917 -6.443
H -1.558 3.414 -2.435
H -2.666 4.192 -3.575
H -1.419 5.160 -2.768
N -0.077 0.779 4.319
C -0.745 -0.002 3.249
C 0.442 -0.691 2.536
O 1.463 -0.842 3.246
O 0.257 -1.008 1.331
H 0.787 0.218 4.516
H -0.709 0.889 5.109
H 0.172 1.696 3.904
H -1.377 -0.769 3.712
H -1.323 0.653 2.591
```

Here are the Löwdin charges for atoms 1 to 6, given in e:
1. C -0.042
2. C -0.230
3. H 0.055
4. H 0.058
5. H 0.090
6. C -0.129